The following is a quantum chemistry calculation of a molecular structure, C22H20Co2NO6 in a non-equilibrium geometry, from OMol25.

* highest occupied orbital energy: -0.136 Eh
* HOMO-LUMO gap: 6.1 eV

ORCA input file:
```
! RIJCOSX wB97M-V def2-TZVPD def2/J DEFGRID3
* xyz -1 1
C -4.460 -0.271 2.410
C -3.536 -1.244 2.810
C -2.187 -1.080 2.524
C -1.743 0.032 1.768
C -0.391 0.067 1.251
C 0.194 1.253 0.799
N 1.462 1.659 1.029
C 1.849 2.975 0.512
C 3.351 3.118 0.288
C 4.156 2.701 1.513
C 3.744 1.316 2.002
C 2.230 1.140 2.162
C -2.664 1.065 1.480
C -4.016 0.893 1.774
H -5.523 -0.421 2.595
H -3.874 -2.143 3.329
H -1.459 -1.833 2.839
H 0.271 -0.755 1.532
H -0.395 1.949 0.185
H 1.316 3.130 -0.432
H 1.525 3.764 1.215
H 3.649 2.513 -0.576
H 3.563 4.162 0.037
H 5.223 2.697 1.269
H 4.011 3.434 2.317
H 4.115 0.557 1.302
H 4.212 1.109 2.970
H 1.927 1.657 3.094
H 2.003 0.078 2.300
H -2.310 1.973 0.990
H -4.733 1.663 1.483
O -2.133 -1.291 -5.808
C -2.763 -1.790 -4.979
Co -3.730 -2.581 -3.743
C -4.713 -1.222 -3.174
O -5.379 -0.334 -2.848
C -4.682 -3.335 -5.023
O -5.312 -3.837 -5.850
C -2.109 -2.778 -2.552
C -1.883 -2.299 -1.273
C -1.005 -1.647 -0.456
Co -3.320 -3.392 -1.384
C -4.507 -2.440 -0.502
O -5.346 -1.888 0.074
C -3.072 -4.706 -0.214
O -2.971 -5.566 0.554
C -4.667 -4.167 -2.412
O -5.525 -4.946 -2.548
H -1.297 -3.178 -3.179
H -0.770 -2.148 0.485
H -0.396 -0.834 -0.862
*
```

The following is a quantum chemistry calculation of a molecular structure, C22H20CrNO3 in a non-equilibrium geometry, from OMol25.

* highest occupied orbital energy (alpha / beta): -0.485 / -0.545 Eh
* HOMO-LUMO gap (alpha / beta): 7.4 / 5.3 eV

ORCA input file:
```
! RIJCOSX wB97M-V def2-TZVPD def2/J DEFGRID3
* xyz 2 4
O -0.100 -5.477 3.507
C -0.180 -5.059 2.422
Cr -0.618 -4.270 0.737
C -1.416 -2.930 1.801
O -1.917 -2.188 2.547
C -2.252 -5.234 1.047
O -3.214 -5.761 1.443
C 0.492 -5.446 -0.707
C 1.384 -4.654 0.032
C 1.174 -3.274 0.124
C 0.124 -2.645 -0.589
C -0.125 -1.233 -0.463
C -0.381 -0.076 -0.135
C -0.632 1.236 0.138
C -0.199 1.807 1.381
C -0.645 3.084 1.805
C -0.204 3.619 3.013
C 0.669 2.890 3.836
C 1.130 1.632 3.427
C 0.686 1.084 2.226
C -0.829 -3.479 -1.219
C -0.623 -4.860 -1.325
H 0.657 -6.522 -0.785
H 2.239 -5.101 0.545
H 1.849 -2.648 0.716
H -1.284 1.819 -0.506
H -1.314 3.643 1.140
H -0.571 4.599 3.327
H 1.007 3.311 4.784
H 1.813 1.055 4.054
H 1.029 0.104 1.889
H -1.716 -3.008 -1.652
H -1.348 -5.469 -1.870
C 0.253 3.585 -3.831
C 0.355 4.737 -2.804
C 0.421 4.074 -1.414
N 0.351 2.630 -1.608
C 0.233 2.277 -3.023
H -0.633 3.677 -4.465
H 1.153 3.578 -4.456
H 1.290 5.287 -2.957
H -0.493 5.426 -2.871
H 1.341 4.370 -0.883
H -0.412 4.363 -0.760
H 1.096 2.120 -1.131
H -0.696 1.712 -3.151
H 1.053 1.614 -3.335
*
```

The following is a quantum chemistry calculation of a single C22H20F2N4O molecule in a non-equilibrium geometry, from OMol25.

* structure (SMILES): COc1ccccc1-c1cn2c(-c3c(F)cc(C)cc3F)c(CN)c(C)nc2n1
* highest occupied orbital energy: -0.285 Eh
* HOMO-LUMO gap: 8.1 eV

ORCA input file:
```
! RIJCOSX wB97M-V def2-TZVPD def2/J DEFGRID3
* xyz 0 1
C 2.681 2.495 3.273
O 1.563 1.552 3.150
C 1.403 0.446 4.004
C 1.739 0.652 5.390
C 1.289 -0.249 6.283
C 0.765 -1.561 5.918
C 0.501 -1.709 4.547
C 0.710 -0.671 3.582
C 0.250 -0.881 2.207
C 0.058 -0.016 1.187
N -0.184 -0.873 0.152
C -0.344 -0.607 -1.230
C -0.599 0.707 -1.843
C 0.446 1.593 -2.047
F 1.608 1.278 -1.535
C 0.191 2.830 -2.643
C -1.097 3.191 -3.130
C -1.326 4.523 -3.727
C -2.139 2.256 -2.947
C -1.843 1.031 -2.348
F -2.797 0.144 -2.081
C -0.321 -1.754 -2.109
C -0.384 -1.642 -3.631
N -1.697 -2.025 -4.137
C -0.427 -3.094 -1.433
C -0.531 -4.531 -2.073
N -0.429 -3.241 -0.175
C -0.239 -2.169 0.611
N 0.074 -2.264 1.847
H 2.717 2.955 4.223
H 3.636 2.006 3.136
H 2.495 3.245 2.537
H 2.064 1.691 5.585
H 1.413 0.153 7.292
H 0.397 -2.201 6.707
H 0.074 -2.717 4.354
H 0.239 0.980 0.937
H 1.049 3.496 -2.687
H -2.132 4.465 -4.451
H -0.498 4.906 -4.293
H -1.428 5.076 -2.822
H -3.124 2.619 -3.223
H -0.075 -0.691 -4.041
H 0.362 -2.410 -3.917
H -2.042 -2.925 -3.615
H -2.454 -1.339 -4.207
H -0.180 -4.559 -3.132
H 0.093 -5.237 -1.462
H -1.524 -4.925 -1.985
*
```

The following is a quantum chemistry calculation of 2 unconnected molecules or ions with the total composition C22H20F2NO6S in a non-equilibrium geometry, from OMol25.

* highest occupied orbital energy: -0.122 Eh
* HOMO-LUMO gap: 4.9 eV

ORCA input file:
```
! RIJCOSX wB97M-V def2-TZVPD def2/J DEFGRID3
* xyz -1 1
C -4.099 -1.662 -1.676
C -3.948 -1.022 -0.319
O -2.771 -0.182 -0.449
C -2.302 0.406 0.682
C -1.403 1.575 0.478
C -0.576 1.738 -0.736
O 0.480 2.367 -0.774
O -1.055 1.117 -1.851
C -0.386 1.428 -3.105
C -0.743 0.320 -4.059
C -1.580 2.684 1.361
C -0.684 3.790 1.386
C -0.944 4.921 2.152
C -2.104 5.005 2.937
C -2.995 3.923 2.954
C -2.717 2.776 2.224
O -2.626 -0.011 1.791
H -4.851 -2.455 -1.658
H -4.428 -0.907 -2.405
H -3.151 -2.098 -2.017
H -4.804 -0.373 -0.088
H -3.787 -1.761 0.480
H -0.775 2.394 -3.460
H 0.696 1.491 -2.924
H -0.092 0.373 -4.934
H -0.611 -0.670 -3.607
H -1.776 0.430 -4.403
H 0.218 3.710 0.784
H -0.230 5.745 2.148
H -2.296 5.881 3.557
H -3.898 3.955 3.563
H -3.365 1.910 2.322
F 7.549 -4.093 2.556
C 6.238 -3.920 2.143
F 5.389 -4.218 3.192
S 6.137 -2.166 1.688
N 4.605 -2.100 0.921
C 3.859 -0.897 1.019
O 4.236 0.137 1.541
C 2.587 -1.228 0.321
C 2.689 -2.482 -0.270
C 1.637 -3.067 -0.965
C 0.411 -2.384 -0.961
C 0.304 -1.132 -0.328
C 1.407 -0.502 0.268
C 4.020 -3.069 0.053
O 4.503 -4.127 -0.319
H 6.018 -4.555 1.277
H 1.787 -4.023 -1.468
H -0.480 -2.803 -1.430
H -0.670 -0.668 -0.286
H 1.378 0.502 0.693
*
```